{
  "formula": "H10O4S2",
  "method": "ωB97M-V with the def2-TZVPD basis set",
  "lumo_ev": 0.05,
  "largest_force_ev_per_a": 1.297,
  "orbital_gap_ev": 9.53,
  "e_tot_ev": -30022.2821,
  "smiles": "SS.O.O.O.O",
  "homo_energy_ev": -9.48,
  "species": ["S", "S", "H", "H", "O", "H", "H", "O", "H", "H", "O", "H", "H", "O", "H", "H"],
  "positions_angstrom": [[-0.553397, 0.827473, -3.021443], [0.741834, 0.134831, -1.651078], [-1.102819, 1.890445, -2.410203], [1.810995, 0.891188, -1.876176], [-2.385804, -1.025279, 1.449441], [-2.526664, -1.986558, 1.456465], [-1.922107, -0.988536, 0.599841], [0.576641, -3.149209, 0.267342], [1.449645, -3.223052, 0.675874], [0.313254, -2.343792, 0.747699], [2.574817, 0.618681, 0.481082], [1.797290, 0.679465, 1.042938], [3.075338, 1.434812, 0.564128], [-1.595021, 2.034516, 0.336843], [-0.792616, 1.501141, 0.323245], [-1.461389, 2.703879, 1.014009]],
  "forces_ev_per_a": [[-0.5, 0.2, -1.0], [0.0, -0.4, 0.7], [0.1, -0.1, 0.3], [0.1, 0.3, -0.1], [0.4, -1.0, -0.6], [-0.3, 0.2, 0.5], [-0.1, 0.7, 0.0], [0.3, 0.9, 0.9], [0.2, -0.6, -0.4], [-0.5, -0.3, -0.5], [0.3, -0.3, 0.0], [0.1, 0.3, 0.1], [-0.1, 0.1, 0.2], [0.0, 0.0, -0.1], [0.0, 0.1, 0.0], [0.0, -0.1, 0.0]]
}

{
  "formula": "C9H13NO",
  "method": "ωB97M-V with the def2-TZVPD basis set",
  "lumo_ev": 0.76,
  "largest_force_ev_per_a": 2.156,
  "orbital_gap_ev": 9.81,
  "e_tot_ev": -13081.6408,
  "smiles": "Cc1ccccc1.CC(N)=O",
  "homo_energy_ev": -9.05,
  "species": ["C", "C", "C", "C", "C", "C", "C", "H", "H", "H", "H", "H", "H", "H", "H", "C", "C", "N", "O", "H", "H", "H", "H", "H"],
  "positions_angstrom": [[-1.146245, 1.746617, -3.080827], [-1.237434, 1.253054, -1.651602], [-1.873326, 2.006584, -0.686436], [-1.896723, 1.529171, 0.632011], [-1.532095, 0.235262, 0.914472], [-0.937654, -0.541121, -0.109881], [-0.742884, -0.029652, -1.365095], [-2.051993, 1.453767, -3.612695], [-0.269731, 1.308034, -3.549361], [-1.173934, 2.822800, -3.183288], [-2.286933, 2.976252, -0.922837], [-2.229693, 2.207397, 1.410965], [-1.603341, -0.205693, 1.896519], [-0.600670, -1.466097, 0.340177], [-0.309558, -0.593052, -2.179166], [1.716352, -1.328754, 2.627288], [2.584628, -1.281502, 1.382880], [2.585121, -2.411169, 0.629718], [3.328802, -0.344130, 1.203536], [2.320704, -0.906562, 3.432083], [1.371053, -2.317425, 2.917561], [0.917916, -0.604510, 2.576564], [3.190029, -2.390193, -0.179985], [1.877606, -3.119074, 0.557406]],
  "forces_ev_per_a": [[-0.5, -0.3, 0.3], [-0.2, 0.0, -0.9], [0.7, -0.4, 0.7], [-0.8, 0.6, -0.1], [0.8, -0.1, -1.0], [-0.4, 0.3, 2.1], [-0.4, 0.3, -0.1], [0.1, -0.4, -0.2], [0.0, 0.2, -0.3], [0.5, 0.3, 0.2], [0.1, 0.1, 0.0], [-0.2, -0.2, 0.0], [-0.1, 0.2, 0.2], [0.3, -0.5, -1.1], [0.2, -0.1, 0.1], [0.4, 0.4, 0.3], [-0.4, -0.2, 1.4], [0.7, -0.2, -1.3], [0.1, 0.0, -0.6], [0.2, -0.3, 0.0], [-0.2, 0.0, -0.1], [-0.6, 0.0, -0.4], [0.0, 0.2, 0.1], [-0.3, 0.2, 0.6]]
}